No. 1
Density functional theory data (ωB97M-V/def2-TZVPD) for C36H39CsN4O2SSe2 as an isolated structure.

Positions of all 85 atoms, in Å:
Cs -1.016114 -1.766378 1.552251
C 0.393986 -4.717078 -1.622749
Se 0.779686 -2.875778 -1.165349
C 1.256086 -2.291578 -2.994749
C 0.096986 -2.109878 -3.945949
Se -1.269514 -0.876478 -3.219249
C -2.631714 -2.218678 -2.856249
H 1.209986 -5.107478 -2.229049
H -0.541714 -4.796578 -2.174249
H 0.326886 -5.256178 -0.682349
H 1.971186 -3.020278 -3.387849
H 1.778886 -1.339678 -2.856349
H -0.422514 -3.046778 -4.153349
H 0.446986 -1.683578 -4.889949
H -2.940514 -2.672378 -3.797949
H -3.469914 -1.705178 -2.391849
H -2.228714 -2.972578 -2.181449
C -2.713014 3.619822 2.699151
C -2.762714 3.685622 4.084451
C -2.186714 2.672422 4.819951
C -1.537214 1.613722 4.167851
N -1.510214 1.556722 2.831751
C -2.083114 2.520722 2.134551
C -0.859014 0.545922 4.910451
C -0.534714 0.716422 6.263851
C 0.120286 -0.275378 6.963251
C 0.496686 -1.441278 6.315951
C 0.197086 -1.600878 4.970551
C -0.499514 -0.637878 4.249851
H -3.152714 4.398822 2.093551
H -3.252814 4.506822 4.591451
H -2.240314 2.695422 5.896451
H -2.024314 2.402522 1.059351
H -0.770314 1.639122 6.776751
H 0.363086 -0.125378 8.006951
H 1.023986 -2.218678 6.855251
H 0.541086 -2.502178 4.472951
N -5.720414 2.063422 -0.478549
C -4.583714 2.048522 -1.205249
S -3.466214 0.838222 -1.036549
N -4.352214 3.026222 -2.113349
C -5.102814 4.157922 -2.442349
C -5.850014 4.869822 -1.505149
C -6.587614 5.972222 -1.900949
C -6.573814 6.386522 -3.221449
C -5.792414 5.713222 -4.147449
C -5.059114 4.609522 -3.761249
H -5.884614 1.271422 0.118451
H -6.510714 2.621222 -0.760549
H -3.543014 2.840322 -2.692249
H -5.825814 4.586622 -0.465049
H -7.168314 6.514622 -1.167849
H -7.158314 7.238922 -3.527749
H -5.757914 6.049822 -5.173249
H -4.455014 4.077622 -4.480249
C 5.644786 2.237122 -2.002449
O 4.841986 1.211022 -1.471149
C 5.004286 -0.068878 -1.942249
C 5.828486 -0.426078 -2.994149
C 5.906786 -1.751478 -3.405149
C 5.181486 -2.727878 -2.747249
C 4.366986 -2.388578 -1.683049
C 4.240886 -1.060178 -1.286549
N 3.317286 -0.650978 -0.337349
C 2.576986 -1.447978 0.471751
C 3.029286 -2.556078 1.206351
C 4.384986 -2.744878 1.544051
C 4.759686 -3.718378 2.428751
C 3.794186 -4.572578 2.974851
C 2.478886 -4.476278 2.604051
C 2.036486 -3.490078 1.691051
O 0.828686 -3.443978 1.272351
H 5.366886 2.477522 -3.033349
H 6.706186 1.980022 -1.962549
H 5.464386 3.107222 -1.372549
H 6.407486 0.321522 -3.515149
H 6.529186 -2.012178 -4.248549
H 5.229286 -3.756478 -3.073749
H 3.789486 -3.145178 -1.174449
H 2.987686 0.297522 -0.468849
H 1.595186 -1.056378 0.731051
H 5.117686 -2.056478 1.150151
H 5.792686 -3.817278 2.727151
H 4.093386 -5.318578 3.696851
H 1.734886 -5.147278 3.013051

Atoms 1-3, force components in eV/Å:
-2.0 1.4 0.4
0.1 -0.1 0.0
0.2 0.3 -1.5

Computed properties:
ΔE to the lowest compared entry with this formula, charge and spin	97.6	kcal/mol
maximum force	2.40	eV/A
calculated total energy	-6985.78348	a.u.
E_HOMO	-5.1544	eV

How positive or negative is each atom? The Löwdin charges in e answer that: atom 1 (Cs): 1.0780, atom 2 (C): -0.3222, atom 3 (Se): 0.9755, atom 4 (C): -0.5303, atom 5 (C): -0.5499, atom 6 (Se): 0.8316, atom 7 (C): -0.4208, atom 8 (H): 0.0312, atom 9 (H): 0.0192, atom 10 (H): 0.0258, atom 11 (H): 0.0638, atom 12 (H): 0.0558, atom 13 (H): 0.0577, atom 14 (H): 0.0572, atom 15 (H): 0.0234, atom 16 (H): -0.0239, atom 17 (H): 0.0020, atom 18 (C): -0.0882, atom 19 (C): -0.0871, atom 20 (C): -0.0266, atom 21 (C): -0.2462, atom 22 (N): 0.0949, atom 23 (C): -0.1703, atom 24 (C): -0.2563, atom 25 (C): -0.0748, atom 26 (C): -0.1266, atom 27 (C): -0.1274, atom 28 (C): -0.2072, atom 29 (C): -0.2591, atom 30 (H): 0.0871, atom 31 (H): 0.0994, atom 32 (H): 0.0949, atom 33 (H): 0.0638, atom 34 (H): 0.0847, atom 35 (H): 0.0876, atom 36 (H): 0.0849, atom 37 (H): 0.0496, atom 38 (N): 0.1034, atom 39 (C): -0.8942, atom 40 (S): 0.6298, atom 41 (N): 0.0441, atom 42 (C): -0.2396, atom 43 (C): -0.0415, atom 44 (C): -0.0791, atom 45 (C): -0.0938, atom 46 (C): -0.0813, atom 47 (C): -0.0243, atom 48 (H): 0.0960, atom 49 (H): 0.0933, atom 50 (H): 0.1250, atom 51 (H): 0.1069, atom 52 (H): 0.1069, atom 53 (H): 0.1008, atom 54 (H): 0.1057, atom 55 (H): 0.1136, atom 56 (C): -0.0773, atom 57 (O): -0.0864, atom 58 (C): -0.2015, atom 59 (C): -0.0192, atom 60 (C): -0.0782, atom 61 (C): -0.0789, atom 62 (C): -0.0343, atom 63 (C): -0.1825, atom 64 (N): 0.1207, atom 65 (C): -0.0794, atom 66 (C): -0.1803, atom 67 (C): -0.0313, atom 68 (C): -0.0847, atom 69 (C): -0.0639, atom 70 (C): -0.0017, atom 71 (C): -0.4068, atom 72 (O): -0.5389, atom 73 (H): 0.0990, atom 74 (H): 0.0968, atom 75 (H): 0.0973, atom 76 (H): 0.1060, atom 77 (H): 0.1048, atom 78 (H): 0.1075, atom 79 (H): 0.1032, atom 80 (H): 0.1637, atom 81 (H): 0.0782, atom 82 (H): 0.1178, atom 83 (H): 0.1013, atom 84 (H): 0.1076, atom 85 (H): 0.1187


No. 2
Density functional theory data (ωB97M-V/def2-TZVPD) for C36H39N3O3PdTe as an isolated structure.

Positions of all 83 atoms, in Å:
Pd 0.026561 -0.196553 0.692975
O 1.255467 -0.036545 2.520142
C 1.117059 0.837598 3.431886
C 2.131213 0.932309 4.444766
C 2.089650 1.852035 5.455497
C 1.024056 2.764385 5.563055
C 0.021356 2.690327 4.628910
C 0.019391 1.762678 3.568649
C -1.144726 1.800772 2.712571
N -1.371311 1.084167 1.680897
C -2.614235 1.242240 0.944225
C -2.844257 -0.007892 0.097441
N -1.693033 -0.205054 -0.765413
C -1.903573 -0.440888 -1.999779
C -0.919207 -0.537738 -3.058327
C -1.242571 -1.346661 -4.154396
C -0.392403 -1.527505 -5.224815
C 0.826390 -0.831848 -5.216193
C 1.155122 0.016669 -4.189048
C 0.297842 0.239934 -3.049774
O 0.616304 1.044740 -2.135034
H 2.946844 0.223657 4.359400
H 2.890835 1.874003 6.187664
H 0.990881 3.494473 6.360723
H -0.820744 3.373601 4.698304
H -1.906584 2.532483 3.018548
H -2.546530 2.110697 0.281003
H -3.459153 1.389923 1.627689
H -3.773099 0.095879 -0.479512
H -2.941192 -0.865247 0.771379
H -2.943462 -0.610687 -2.323192
H -2.196402 -1.868581 -4.136432
H -0.656972 -2.181603 -6.045054
H 1.517662 -0.954182 -6.044455
H 2.081852 0.580292 -4.209122
C -0.144994 -3.510971 1.014191
C 1.051173 -3.231826 0.117906
O 1.714519 -4.182187 -0.313507
N 1.260846 -1.930564 -0.119562
Te 2.706265 -1.109417 -1.151808
C 4.128737 -2.403718 -2.141160
C 3.728439 -3.503165 -2.892767
C 2.287072 -3.844819 -3.160365
C 4.705176 -4.284964 -3.511637
C 6.048489 -3.965093 -3.449534
C 7.092413 -4.820574 -4.114623
C 6.407254 -2.792863 -2.791643
C 5.473883 -1.991941 -2.145685
C 5.974326 -0.706655 -1.529911
C 3.861901 -0.653029 0.567265
C 4.617192 -1.606711 1.247317
C 4.761031 -3.043594 0.823276
C 5.308129 -1.196315 2.388173
C 5.251650 0.106107 2.855207
C 5.957813 0.512137 4.119852
C 4.482262 1.027032 2.156483
C 3.778856 0.673095 1.014507
C 2.907600 1.706336 0.351816
H 0.157193 -4.247413 1.758343
H -0.933179 -3.952754 0.401196
H -0.520008 -2.610906 1.497912
H 1.592510 -3.115371 -2.748158
H 2.018662 -4.803762 -2.719146
H 2.130371 -3.896527 -4.239659
H 4.385304 -5.154294 -4.077940
H 6.641787 -5.692356 -4.588182
H 7.829576 -5.172223 -3.390258
H 7.630046 -4.258720 -4.881097
H 7.447438 -2.480924 -2.789579
H 6.921337 -0.431466 -1.994090
H 6.133329 -0.794826 -0.455273
H 5.283014 0.124737 -1.690169
H 3.926264 -3.409171 0.230033
H 4.831904 -3.676102 1.709349
H 5.674606 -3.184175 0.238123
H 5.897540 -1.930401 2.929000
H 6.705818 -0.225391 4.411495
H 5.241881 0.609672 4.940007
H 6.451733 1.478001 4.003662
H 4.400646 2.043810 2.526521
H 3.137357 2.698382 0.739633
H 1.852769 1.492088 0.553802
H 3.003037 1.729214 -0.734991

Atoms 1-3, force components in eV/Å:
0.0 -0.4 0.0
0.0 0.0 0.0
0.0 0.0 0.0

Computed properties:
ΔE to the lowest compared entry with this formula, charge and spin	2.5	kcal/mol
<S²>	0.75
maximum force	0.45	eV/A
calculated total energy	-2181.12686	a.u.
charge	-1
multiplicity	2
E_HOMO (spin up / spin down)	-3.5486 / -4.0459	eV

How positive or negative is each atom? The Löwdin charges in e answer that: atom 1 (Pd): 0.6994, atom 2 (O): -0.1427, atom 3 (C): -0.3749, atom 4 (C): -0.0341, atom 5 (C): -0.1130, atom 6 (C): -0.1365, atom 7 (C): -0.0898, atom 8 (C): -0.1426, atom 9 (C): -0.1163, atom 10 (N): -0.0747, atom 11 (C): -0.2205, atom 12 (C): -0.2383, atom 13 (N): -0.0408, atom 14 (C): -0.1185, atom 15 (C): -0.1583, atom 16 (C): -0.0881, atom 17 (C): -0.1464, atom 18 (C): -0.1324, atom 19 (C): -0.0730, atom 20 (C): -0.5014, atom 21 (O): -0.1460, atom 22 (H): 0.0942, atom 23 (H): 0.0903, atom 24 (H): 0.0807, atom 25 (H): 0.0962, atom 26 (H): 0.1181, atom 27 (H): 0.1211, atom 28 (H): 0.1100, atom 29 (H): 0.1044, atom 30 (H): 0.1088, atom 31 (H): 0.1168, atom 32 (H): 0.0984, atom 33 (H): 0.0778, atom 34 (H): 0.0912, atom 35 (H): 0.0953, atom 36 (C): -0.0295, atom 37 (C): -0.6962, atom 38 (O): -0.0479, atom 39 (N): -0.3118, atom 40 (Te): 1.9072, atom 41 (C): -0.3077, atom 42 (C): -0.2770, atom 43 (C): -0.0607, atom 44 (C): -0.0126, atom 45 (C): -0.2701, atom 46 (C): -0.0568, atom 47 (C): -0.0282, atom 48 (C): -0.3012, atom 49 (C): -0.0543, atom 50 (C): -0.3342, atom 51 (C): -0.2890, atom 52 (C): -0.0395, atom 53 (C): -0.0153, atom 54 (C): -0.2755, atom 55 (C): -0.0478, atom 56 (C): -0.0267, atom 57 (C): -0.3017, atom 58 (C): -0.0799, atom 59 (H): 0.0742, atom 60 (H): 0.0774, atom 61 (H): 0.0383, atom 62 (H): 0.0422, atom 63 (H): 0.0815, atom 64 (H): 0.0856, atom 65 (H): 0.1190, atom 66 (H): 0.0700, atom 67 (H): 0.0773, atom 68 (H): 0.0773, atom 69 (H): 0.1163, atom 70 (H): 0.0796, atom 71 (H): 0.0744, atom 72 (H): 0.0713, atom 73 (H): 0.0454, atom 74 (H): 0.0864, atom 75 (H): 0.0858, atom 76 (H): 0.1156, atom 77 (H): 0.0718, atom 78 (H): 0.0698, atom 79 (H): 0.0776, atom 80 (H): 0.1232, atom 81 (H): 0.0823, atom 82 (H): 0.0479, atom 83 (H): 0.0520